Entry from OMol25: a molecular structure, C48H26F9N6O7SY (ωB97M-V with the def2-TZVPD basis set).

Computed properties:
- Charge: -2
- ΔE to the lowest compared entry with this formula, charge and spin: 264.2 kJ/mol
- Gap between HOMO and LUMO: 2.4 eV
- E_HOMO: -1.3 eV

Structure (XYZ):
```
98
Properties=species:S:1:pos:R:3:forces:R:3
Y -0.1464 -1.0778 0.1440 0.03 -1.86 -2.41
O -2.2646 -2.1645 -0.5851 0.41 -0.10 0.21
C -3.1350 -1.9253 -1.4133 -0.02 0.06 -0.05
C -3.3771 -0.6697 -2.0629 0.21 0.11 0.08
C -4.4080 -0.5920 -2.9912 -0.21 -0.19 -0.10
C -4.6802 0.5869 -3.6332 0.11 0.15 0.00
C -3.8722 1.7219 -3.4071 -0.13 -0.05 -0.09
C -2.8519 1.6666 -2.5082 0.09 0.13 0.07
C -2.5752 0.4814 -1.7560 -0.07 -0.16 0.02
O -1.6807 0.4637 -0.8604 0.49 -0.07 0.44
N -5.8108 0.6688 -4.5338 -0.11 -0.02 0.03
O -6.0814 1.7524 -5.0244 0.06 0.06 0.00
O -6.4724 -0.3404 -4.7389 0.10 -0.01 0.03
H -3.8197 -2.7403 -1.6983 -0.05 -0.07 0.00
H -5.0098 -1.4652 -3.2111 0.00 0.00 0.03
H -4.0742 2.6217 -3.9696 0.02 0.01 -0.03
H -2.1992 2.5182 -2.3460 -0.07 -0.07 -0.02
O 2.1241 -1.6539 1.1918 -0.60 0.19 0.80
S 3.4861 -2.0853 0.7606 -0.04 0.04 -0.43
C 4.2981 -2.6431 2.3089 0.03 -0.09 -0.05
C 5.5332 -1.7795 2.5407 -0.05 0.05 0.04
C 5.1398 -0.3855 2.0622 0.00 -0.01 -0.01
C 4.5237 -0.5871 0.6854 0.00 0.02 0.11
H 4.5105 -3.7092 2.2304 -0.05 0.04 0.01
H 3.5299 -2.4775 3.0668 0.02 -0.01 -0.02
H 6.3740 -2.1555 1.9503 -0.01 0.03 0.02
H 5.8328 -1.7863 3.5917 0.00 -0.06 -0.04
H 5.9867 0.3029 2.0306 -0.03 -0.01 -0.01
H 4.3856 0.0342 2.7357 0.06 0.00 -0.02
H 5.2721 -0.7643 -0.0910 -0.02 0.02 0.03
H 3.8619 0.2130 0.3684 -0.06 0.00 -0.14
O -1.2629 -0.4218 3.4619 -0.03 -0.17 -0.07
C -1.3716 -1.6179 3.1973 0.08 0.06 -0.02
N -0.9362 -2.2413 2.0673 -0.17 -0.07 0.33
C -1.2253 -3.6069 2.1571 -0.02 0.22 0.21
O -0.9401 -4.4669 1.3670 0.04 -0.12 -0.17
C -1.9512 -3.8459 3.4621 -0.02 0.11 0.02
C -2.4943 -4.9837 4.0191 -0.01 -0.13 0.00
C -3.1242 -4.8595 5.2568 0.01 0.00 -0.01
C -3.1950 -3.6289 5.9071 0.04 0.05 -0.04
C -2.6397 -2.4863 5.3310 -0.01 0.00 0.06
C -2.0271 -2.6286 4.1035 0.00 0.12 0.00
H -2.4348 -5.9372 3.5068 0.00 0.06 0.01
H -3.5699 -5.7328 5.7207 0.02 0.04 -0.01
H -3.6918 -3.5613 6.8686 0.02 -0.01 -0.03
H -2.6846 -1.5175 5.8163 -0.02 -0.06 -0.02
C 0.1279 0.7718 1.4372 0.13 1.95 1.80
C 0.0117 1.8399 2.0776 0.41 -0.67 -0.48
C -0.1103 3.0018 2.7157 -0.10 0.45 0.23
C -0.9955 4.0155 2.1296 -0.09 0.14 -0.01
C -1.2486 3.9657 0.7526 0.12 -0.10 -0.02
C -2.1047 4.8801 0.1676 -0.05 0.05 -0.02
C -2.7327 5.8424 0.9488 0.02 -0.06 0.09
C -2.5048 5.8869 2.3207 -0.01 -0.01 -0.08
C -1.6392 4.9815 2.9102 0.02 -0.04 0.00
C 0.6268 3.1983 3.9766 0.00 0.06 0.08
C 0.8623 2.0868 4.7937 -0.14 -0.03 -0.08
C 1.5433 2.2394 5.9899 0.00 0.02 0.01
C 2.0125 3.4903 6.3728 -0.03 -0.01 -0.07
C 1.8063 4.5927 5.5517 0.01 -0.06 0.04
C 1.1120 4.4504 4.3618 0.00 -0.01 -0.07
H -0.7627 3.1977 0.1572 -0.06 0.07 0.00
H -2.2895 4.8379 -0.8985 0.01 -0.02 0.04
H -3.4177 6.5461 0.4927 0.03 0.01 0.00
H -3.0135 6.6216 2.9319 0.00 -0.01 0.00
H -1.4956 4.9921 3.9826 0.04 0.01 0.00
H 0.4689 1.1228 4.4814 0.05 0.05 0.05
H 1.7073 1.3801 6.6280 -0.01 0.01 -0.02
H 2.5432 3.6049 7.3101 0.01 0.00 -0.02
H 2.1912 5.5625 5.8392 0.00 0.01 -0.01
H 0.9757 5.3024 3.7086 -0.04 0.01 0.01
F 3.2958 -3.1184 -5.5746 0.14 0.02 -0.02
C 2.1231 -2.4595 -5.5204 0.18 0.03 -0.13
C 1.8532 -1.5587 -6.5325 0.13 -0.10 -0.03
F 2.7828 -1.4336 -7.5003 0.10 -0.01 -0.01
C 0.7077 -0.7629 -6.5815 -0.15 0.40 -0.17
C -0.1819 -1.0565 -5.5424 -0.10 0.01 0.02
C 0.0983 -1.9549 -4.5339 -0.19 0.06 0.04
F -0.8490 -2.1191 -3.5824 -0.09 -0.03 0.11
C 1.2796 -2.6771 -4.4432 0.09 -0.23 0.48
C 1.6361 -3.5093 -3.2641 -0.06 0.02 -0.11
C 1.1409 -3.1886 -2.0139 0.17 0.01 -0.11
N 0.7470 -2.8898 -0.9546 -0.10 -0.35 -0.55
C 2.5814 -4.5646 -3.2944 -0.01 -0.15 -0.11
N 3.3322 -5.4506 -3.2945 -0.21 0.29 0.04
F -1.3902 -0.4563 -5.5030 0.04 0.05 0.06
C 0.4794 0.2804 -7.5738 -0.06 0.02 -0.13
C -0.5926 1.2089 -7.4927 -0.05 0.08 0.10
N -1.4313 2.0142 -7.4665 0.29 -0.33 -0.03
C 1.3682 0.5512 -8.6473 0.04 -0.04 -0.04
N 2.0516 0.8277 -9.5465 -0.24 -0.10 0.27
F 0.6474 -0.1758 -2.0159 -0.08 -0.04 -0.12
C 1.8977 0.1183 -1.3607 -0.43 0.43 0.43
F 1.6196 1.4190 -0.8105 -0.04 0.03 -0.15
C 2.8178 0.4399 -2.5271 0.24 -0.18 0.23
F 2.2428 1.0354 -3.5736 0.01 0.14 -0.12
F 3.4009 -0.6861 -2.9734 0.04 0.07 -0.09
F 3.8162 1.2622 -2.0959 -0.01 -0.16 -0.11
```
Positions in Å, forces in eV/Å.

Entry from OMol25: a gas-phase ion, C6H12N3 (charge +1) (ωB97M-V with the def2-TZVPD basis set).

Computed properties:
- Charge: +1
- ΔE to the lowest compared entry with this formula, charge and spin: 210.9 kJ/mol
- Gap between HOMO and LUMO: 8.9 eV
- E_HOMO: -12.6 eV

Structure (XYZ):
```
21
Properties=species:S:1:pos:R:3:forces:R:3
C 1.3556 0.7737 0.2237 -0.36 -0.18 -0.03
C -3.1702 -0.1107 0.4488 -0.14 0.03 0.08
C -2.3858 0.8882 0.1015 2.25 -0.94 -0.09
C -0.2695 2.0344 -0.5677 -0.56 0.22 -0.19
C 0.1211 -0.0970 0.2775 -2.51 0.57 -0.10
C 2.6538 0.2983 0.7528 0.28 0.07 -0.03
N 1.1116 1.9041 -0.2807 0.70 0.12 0.09
N -0.9324 0.8135 -0.0659 0.23 0.34 -0.12
N 0.2365 -1.2446 -0.8534 0.12 0.15 0.12
H -4.2282 0.0523 0.5291 -0.21 0.04 0.05
H -2.8147 -1.0965 0.6890 0.16 -0.25 0.03
H -2.7385 1.8746 -0.1388 -0.12 0.18 -0.01
H -0.6408 2.9292 -0.0593 -0.11 -0.12 -0.02
H -0.4129 2.1811 -1.6461 0.00 0.01 0.09
H -0.0520 -0.6687 1.1895 0.08 -0.06 -0.01
H 3.2168 1.1433 1.1405 0.04 0.00 0.00
H 3.2602 -0.1605 -0.0283 0.06 -0.09 -0.05
H 2.4990 -0.4259 1.5493 0.07 -0.05 0.08
H -0.5919 -1.8514 -0.8196 0.28 0.16 -0.05
H 1.0837 -1.8043 -0.7061 -0.22 -0.02 -0.14
H 0.2812 -0.7948 -1.7775 -0.02 -0.17 0.29
```
Positions in Å, forces in eV/Å.

Entry from OMol25: a molecular structure, C15H36N6O16S3Ta (ωB97M-V with the def2-TZVPD basis set).

Computed properties:
- Charge: -1
- Gap between HOMO and LUMO: 5.7 eV
- E_HOMO: -4.3 eV

Structure (XYZ):
```
77
Properties=species:S:1:pos:R:3:forces:R:3
C 1.4527 -0.4633 4.7332 -0.24 -0.31 -0.02
C 2.4614 -0.1358 3.9249 0.11 2.67 -1.24
Ta 1.9712 -0.1526 1.6795 1.31 -0.96 1.23
S 4.4432 -0.1889 1.1101 -0.40 0.27 0.21
S 1.8890 -2.7235 1.7299 -0.46 0.45 -0.66
C 0.3653 -3.1060 0.7530 0.14 0.23 1.20
C -0.5378 -3.8811 1.6647 1.61 1.66 -0.52
O -0.8844 -4.9861 1.4392 -1.29 -2.55 -0.33
O -0.8786 -3.2110 2.7809 -0.60 0.21 -0.03
C -2.2100 -3.4561 3.1959 0.04 0.37 0.42
C -3.2315 -2.7301 2.3345 -0.27 -1.15 0.40
C -4.5778 -2.7449 3.0875 0.69 -0.13 0.05
O -2.7952 -1.4100 2.0533 -0.09 -0.01 1.08
C -3.4548 -0.8242 1.0584 0.40 2.14 0.86
O -3.7633 -1.3560 0.0597 -0.84 -1.87 -2.35
C -3.7627 0.6445 1.2620 -0.07 -0.15 -0.10
S -5.4588 1.0520 0.7368 -0.26 0.10 0.33
H 0.5162 0.0600 4.5939 -0.74 -1.00 -0.46
H 1.5101 -1.2679 5.4638 0.17 0.64 0.92
H 3.4410 0.1149 4.3325 0.65 -1.77 -0.13
H 1.6027 -0.2835 -0.1405 -0.10 0.52 0.16
H 0.1406 -0.1160 1.9956 0.36 0.06 -0.26
H 1.8904 1.6769 1.5823 -0.43 -0.37 -0.26
H 4.4628 0.0181 -0.2194 -0.23 -0.07 0.19
H -0.1703 -2.1946 0.5143 0.17 0.27 -0.28
H 0.6183 -3.6824 -0.1241 -0.08 -0.12 -0.16
H -2.2761 -3.1128 4.2221 0.14 0.20 0.17
H -2.4714 -4.5129 3.1839 0.15 -0.15 -0.03
H -3.3459 -3.3252 1.4330 0.12 0.38 -0.47
H -5.0983 -1.8008 2.9709 -0.29 -0.04 -0.20
H -4.3876 -2.8936 4.1478 -0.06 0.17 0.23
H -5.1649 -3.5986 2.7671 -0.33 0.11 -0.19
H -3.6966 0.9270 2.3019 0.05 0.07 0.15
H -3.0666 1.2508 0.6947 0.28 0.00 -0.04
H -5.4969 0.5168 -0.4944 0.39 -0.01 0.21
C -3.9261 -0.2818 -3.7798 -0.04 -0.32 -0.09
N -4.9817 0.7631 -3.6890 0.12 -0.16 -0.05
O -5.5225 1.1222 -4.7167 0.01 0.06 0.17
O -5.2338 1.1908 -2.5782 -0.06 0.09 -0.29
H -3.8087 -0.5633 -4.8198 -0.06 0.10 -0.03
H -3.0090 0.1426 -3.3884 -0.14 -0.10 0.08
H -4.2520 -1.1286 -3.1809 0.00 0.10 0.12
C 1.7500 -6.6186 1.3891 -0.07 0.06 -0.11
N 3.1831 -6.6259 0.9833 -0.05 0.04 0.01
O 3.4564 -6.2436 -0.1351 0.06 -0.11 0.12
O 3.9860 -7.0243 1.8074 -0.05 0.02 -0.14
H 1.1542 -6.2450 0.5666 0.05 0.05 0.00
H 1.4794 -7.6423 1.6331 0.06 0.02 0.10
H 1.6581 -5.9710 2.2559 0.05 -0.02 0.02
C -4.6689 5.3108 1.8563 -0.17 0.04 0.06
N -3.8520 4.0892 2.0909 0.02 -0.05 -0.03
O -4.3440 3.2076 2.7648 0.10 0.21 0.10
O -2.7501 4.0625 1.5828 -0.18 -0.03 0.06
H -5.6198 5.1925 2.3623 0.03 -0.08 0.01
H -4.1151 6.1550 2.2564 0.07 -0.01 -0.09
H -4.8079 5.4075 0.7837 0.09 0.02 0.00
C 6.2706 1.0078 -3.4814 -0.07 -0.34 -0.26
N 4.7940 0.8123 -3.4770 0.06 -0.09 -0.05
O 4.2361 0.6720 -4.5516 0.02 0.05 0.18
O 4.2525 0.8112 -2.3937 -0.07 0.05 -0.25
H 6.6194 0.9920 -4.5072 -0.07 0.02 -0.01
H 6.4721 1.9581 -3.0200 -0.01 0.01 0.17
H 6.7086 0.1963 -2.9072 -0.05 0.07 0.12
C -1.4462 4.0189 -3.8543 0.04 0.17 -0.09
N -1.7076 2.6617 -4.4067 0.03 0.05 -0.02
O -1.8577 2.5556 -5.6069 0.00 -0.07 0.16
O -1.7511 1.7504 -3.6047 0.14 0.29 -0.17
H -1.4341 4.7280 -4.6737 -0.02 -0.07 -0.05
H -2.2447 4.2438 -3.1533 0.06 -0.09 0.08
H -0.4844 3.9853 -3.3507 -0.06 -0.07 0.10
C 7.9996 5.3643 -2.0640 -0.07 0.17 -0.11
N 7.9218 3.9546 -2.5363 0.05 0.14 -0.12
O 7.6809 3.7645 -3.7167 0.14 0.10 0.26
O 8.1056 3.0908 -1.7071 0.03 0.04 -0.13
H 7.8163 6.0211 -2.9062 -0.01 -0.07 -0.04
H 7.2421 5.4922 -1.2962 0.07 -0.06 0.07
H 8.9952 5.5168 -1.6585 -0.04 -0.07 0.10
```
Positions in Å, forces in eV/Å.

Record-wise energy values, in eV: -109805.4729, -10879.1311, -91876.4569
Record-wise E_LUMO values, in eV: 1.038, -3.694, 1.373